{"formula": "C4H9NO2", "method": "the ωB97M-V functional and the def2-TZVPD basis", "homo_lumo_gap_ev": 10.209, "fmax_ev_per_a": 4.15, "e_tot_ha": -362.9945, "homo_ev": -9.37, "e_above_lowest_kcal_mol": 57.2, "spin_multiplicity": 1, "species": ["C", "C", "C", "O", "C", "N", "O", "H", "H", "H", "H", "H", "H", "H", "H", "H"], "xyz": [[0.5637, -1.7819, 0.1774], [0.0038, -0.6109, -0.0335], [-1.3564, -0.1145, 0.1774], [-2.2505, -1.2861, 0.5426], [0.8933, 0.7012, -0.4967], [1.2406, 1.5763, 0.5967], [0.2771, 1.3979, -1.5347], [-0.0106, -2.6084, 0.5649], [1.6052, -1.9572, -0.0438], [-1.7522, 0.3712, -0.7211], [-1.4392, 0.5250, 1.0596], [-2.3090, -1.8704, -0.2225], [1.8321, 0.2652, -0.8707], [1.7422, 1.0758, 1.3198], [0.4105, 1.9942, 1.0044], [0.5490, 2.3225, -1.5198]], "nbo_charge": [-0.414, -0.029, -0.125, -0.741, 0.240, -0.853, -0.726, 0.214, 0.202, 0.211, 0.198, 0.462, 0.143, 0.375, 0.355, 0.485]}